Entry from the OMol25 dataset: an isolated molecule of C7H14N2O at a distorted geometry (the ωB97M-V functional and the def2-TZVPD basis).

The value obtained for the energy above the lowest of the compared OMol25 structures with the same formula, charge and spin is 41.56 kcal/mol. Its SMILES is CC(C)N1C[C@H]1CC(N)=O. Its spin multiplicity is 1.

Last column: Mulliken charge in e.
Cartesian coordinates (Å):
1 C 2.1039 -1.3257 -1.3024  -1.444
2 C 1.0732 -0.7534 -0.3363  0.877
3 C 1.6376 -0.6221 1.0726  -1.371
4 N 0.6573 0.5577 -0.8300  -0.307
5 C -0.2056 0.6009 -1.9936  -0.609
6 C -0.7084 1.0432 -0.6671  -0.219
7 C -1.8038 0.2669 0.0267  -0.419
8 C -1.8311 0.3713 1.5345  0.381
9 N -1.8147 1.5643 2.1441  -0.475
10 O -2.4635 -0.4609 2.2318  -0.714
11 H 2.5008 -2.2758 -0.9192  0.405
12 H 1.6576 -1.5131 -2.2890  0.355
13 H 2.9412 -0.6227 -1.4275  0.354
14 H 0.2192 -1.4575 -0.3074  0.080
15 H 0.9189 -0.1570 1.7592  0.238
16 H 1.9026 -1.6113 1.4706  0.367
17 H 2.5426 0.0039 1.0621  0.333
18 H 0.0425 1.3305 -2.7676  0.241
19 H -0.5888 -0.3558 -2.3666  0.265
20 H -0.7573 2.1247 -0.5009  0.469
21 H -2.7742 0.6425 -0.3350  0.382
22 H -1.7744 -0.8034 -0.2122  0.238
23 H -1.0676 2.1926 1.8770  0.251
24 H -2.4080 1.2601 3.0762  0.323

---

Entry from the OMol25 dataset: an isolated molecule of C7H14N2O2S at a distorted geometry (the ωB97M-V functional and the def2-TZVPD basis).

The value obtained for the energy above the lowest of the compared OMol25 structures with the same formula, charge and spin is 53.96 kcal/mol. Its SMILES is C=[S@](=O)([O-])[N+]12CCN(CC1)CC2. Its spin multiplicity is 1.

Last column: Mulliken charge in e.
Cartesian coordinates (Å):
1 C -2.5167 -0.2222 -2.4164  -0.820
2 S -1.9610 0.8328 -1.2650  1.088
3 O -2.8125 0.9526 -0.1115  -0.631
4 O -1.3403 2.0179 -1.7915  -0.638
5 N -0.2820 0.2594 -0.1440  -0.171
6 C 0.8818 0.1613 -1.0061  -0.589
7 C 2.0697 -0.3383 -0.1461  -0.616
8 N 1.6482 -0.4854 1.2373  -0.191
9 C 1.1546 0.7890 1.7360  -0.634
10 C -0.0594 1.2521 0.8935  -0.603
11 C 0.5875 -1.4772 1.3211  -0.706
12 C -0.6097 -1.0275 0.4489  -0.566
13 H -2.9190 -1.1233 -1.9914  0.331
14 H -1.8233 -0.3342 -3.2264  0.322
15 H 1.0615 1.1482 -1.4342  0.415
16 H 0.6509 -0.5285 -1.8229  0.448
17 H 2.4288 -1.3077 -0.4939  0.302
18 H 2.9027 0.3667 -0.1752  0.280
19 H 1.9712 1.5113 1.6867  0.277
20 H 0.8816 0.6570 2.7847  0.305
21 H -0.9734 1.3316 1.4829  0.438
22 H 0.1111 2.2134 0.4057  0.473
23 H 0.3007 -1.5790 2.3687  0.283
24 H 0.9849 -2.4368 0.9836  0.315
25 H -0.8141 -1.7366 -0.3569  0.451
26 H -1.5239 -0.8966 1.0321  0.438

---

Entry from the OMol25 dataset: an isolated molecule of C7H14N2O3 at a distorted geometry (the ωB97M-V functional and the def2-TZVPD basis).

The value obtained for the energy above the lowest of the compared OMol25 structures with the same formula, charge and spin is 21.43 kcal/mol. Its SMILES is CC(C)[C@H](NC(=O)CN)C(=O)O. Its spin multiplicity is 1.

Last column: Mulliken charge in e.
Cartesian coordinates (Å):
1 C -1.1868 2.1852 -0.0663  -1.502
2 C -1.0648 0.7673 -0.6935  0.435
3 C -2.4469 0.1093 -1.0360  -1.389
4 C -0.1529 -0.0977 0.1679  -0.229
5 N 0.3334 -1.2903 -0.4790  -0.036
6 C 1.5860 -1.5565 -0.8149  0.604
7 O 1.9603 -2.5603 -1.4313  -0.684
8 C 2.6565 -0.4293 -0.4995  -0.692
9 N 2.6671 0.0461 0.9722  -0.581
10 C -0.7982 -0.4678 1.4804  0.242
11 O -1.3536 0.3412 2.1942  -0.605
12 O -0.9198 -1.7638 1.7572  -0.459
13 H -1.5947 2.9628 -0.7272  0.391
14 H -0.2188 2.6163 0.1675  0.396
15 H -1.7315 2.1415 0.8589  0.324
16 H -0.4906 0.9168 -1.6445  0.364
17 H -2.4531 -0.9661 -1.1645  0.342
18 H -2.7888 0.5232 -2.0047  0.383
19 H -3.1528 0.3458 -0.2094  0.308
20 H 0.7787 0.4696 0.3836  0.708
21 H -0.3356 -2.0605 -0.5935  0.257
22 H 2.3833 0.4286 -1.1482  0.279
23 H 3.6248 -0.7619 -0.8965  0.345
24 H 2.6059 -0.7517 1.6316  0.211
25 H 3.5346 0.5532 1.2447  0.215
26 H -1.4419 -1.7010 2.5507  0.373

---

Entry from the OMol25 dataset: an isolated molecule of C7H14N2O5S at a distorted geometry (the ωB97M-V functional and the def2-TZVPD basis).

The value obtained for the energy above the lowest of the compared OMol25 structures with the same formula, charge and spin is 93.14 kcal/mol. Its SMILES is CS(=O)(=O)O/[N+]([O-])=N/OC1CCCCC1. Its spin multiplicity is 1.

Last column: Mulliken charge in e.
Cartesian coordinates (Å):
1 C -4.8389 0.2133 -1.4889  -0.931
2 S -3.2280 0.3946 -0.7586  1.210
3 O -2.9350 -0.7851 0.0353  -0.560
4 O -3.1433 1.6424 -0.1936  -0.571
5 O -2.2871 0.3852 -2.1595  -0.341
6 N -1.3365 -0.7066 -2.1397  0.664
7 O -1.6945 -1.8018 -2.5501  -0.636
8 N -0.3434 -0.3192 -1.4920  -0.136
9 O 0.7338 -1.1942 -1.3921  -0.285
10 C 1.5918 -0.7431 -0.3508  0.113
11 C 1.9463 0.7988 -0.3877  -0.896
12 C 2.8729 1.1482 0.7792  -0.507
13 C 2.3215 0.7646 2.1166  -0.714
14 C 1.9308 -0.7710 2.1241  -0.696
15 C 0.9810 -1.0492 1.0126  -0.463
16 H -5.4525 -0.3384 -0.8525  0.351
17 H -5.1233 1.2329 -1.7040  0.362
18 H -4.6023 -0.3380 -2.3992  0.324
19 H 2.3928 -1.4319 -0.3269  0.449
20 H 1.0136 1.1533 -0.4558  0.566
21 H 2.5472 1.1101 -1.2121  0.229
22 H 3.1354 2.3207 0.8428  0.259
23 H 3.6325 0.5064 0.3681  0.354
24 H 3.1001 1.0418 2.9630  0.265
25 H 1.5278 1.4275 2.2196  0.430
26 H 2.9862 -1.1763 2.1128  0.304
27 H 1.4868 -0.9044 3.1084  0.291
28 H 0.6963 -2.0943 0.9030  0.360
29 H 0.0883 -0.4863 1.2779  0.203

---

Entry from the OMol25 dataset: an isolated molecule of C7H14N2Si at a distorted geometry (the ωB97M-V functional and the def2-TZVPD basis).

The value obtained for the energy above the lowest of the compared OMol25 structures with the same formula, charge and spin is 44.46 kcal/mol. Its SMILES is Cc1cn[nH]c1[Si](C)(C)C. Its spin multiplicity is 1.

Last column: Mulliken charge in e.
Cartesian coordinates (Å):
1 C -2.3492 1.2425 0.5445  -0.984
2 C -1.9906 -0.0418 -0.2683  1.168
3 C -2.8703 -0.9060 -1.0210  -0.599
4 N -2.2011 -1.9495 -1.5287  -1.056
5 N -0.9892 -1.7677 -1.1202  0.531
6 C -0.7412 -0.6180 -0.3749  -0.462
7 Si 0.9739 -0.0556 0.1896  0.437
8 C 1.0698 1.1961 1.4606  -1.189
9 C 1.9050 0.8309 -1.3128  -1.147
10 C 2.0874 -1.5711 0.7194  -1.041
11 H -3.0549 0.8839 1.3677  0.237
12 H -1.4716 1.8204 1.0255  0.191
13 H -2.8520 2.0263 -0.1177  0.291
14 H -3.8473 -0.6473 -1.2843  0.490
15 H -0.3543 -2.4254 -1.4854  0.209
16 H 1.3263 2.1565 0.9776  0.400
17 H 0.1419 1.3619 1.9975  0.400
18 H 1.8945 1.0774 2.3509  0.261
19 H 2.4419 1.6311 -0.7892  0.355
20 H 2.6230 0.0637 -1.6117  0.312
21 H 1.2416 1.2454 -2.1089  0.296
22 H 3.1183 -1.1846 0.6329  0.288
23 H 1.7770 -1.9554 1.7592  0.278
24 H 2.1212 -2.4136 -0.0023  0.335

---

Entry from the OMol25 dataset: the ion C7H14N3 with charge +1 at a distorted geometry (the ωB97M-V functional and the def2-TZVPD basis).

The value obtained for the energy above the lowest of the compared OMol25 structures with the same formula, charge and spin is 162.24 kcal/mol. The total charge is +1. Its spin multiplicity is 1.

Last column: Mulliken charge in e.
Cartesian coordinates (Å):
1 C -2.0783 1.7445 0.1232  -0.227
2 C -3.3462 -0.1611 -0.5417  0.394
3 C -0.2502 0.2875 -0.1518  -0.634
4 C -4.2043 -1.2726 -0.3935  -0.937
5 C 1.5959 -1.1308 -0.6976  -0.901
6 C 1.3018 -0.0398 1.4842  -0.990
7 C 2.1462 1.2343 -0.4823  -0.869
8 N -2.9929 0.8714 -0.0226  -0.112
9 N -0.6973 1.5146 0.0299  0.154
10 N 1.1855 0.1406 0.0254  0.022
11 H -2.2632 2.7328 0.2981  0.437
12 H -5.0246 -1.1286 0.2978  0.312
13 H -4.6119 -1.6832 -1.3001  0.308
14 H -3.5268 -2.0727 -0.0222  0.258
15 H 1.2649 -0.8548 -1.6438  0.492
16 H 2.5738 -1.4226 -0.4020  0.389
17 H 1.0787 -1.9985 -0.2446  0.323
18 H 0.6630 -0.8399 1.8005  0.437
19 H 2.3365 -0.2729 1.8674  0.361
20 H 0.9365 0.8512 1.9285  0.406
21 H 3.0657 0.8250 -0.1316  0.413
22 H 2.2511 1.3016 -1.5452  0.351
23 H 1.8031 2.2391 -0.2314  0.365
24 H -0.1798 2.4283 -0.0955  0.247

---

Entry from the OMol25 dataset: a cluster of 3 separate species, C7H14N3 in total at a distorted geometry (the ωB97M-V functional and the def2-TZVPD basis).

The value obtained for the energy above the lowest of the compared OMol25 structures with the same formula, charge and spin is 105.96 kcal/mol. The total charge is +1. Its spin multiplicity is 1.

Last column: Mulliken charge in e.
Cartesian coordinates (Å):
1 C -2.3242 0.0929 1.2264  -0.043
2 C -0.3619 -1.3893 1.6490  -0.044
3 C -0.1424 -1.0983 0.2147  -0.223
4 C 0.3819 1.1449 -0.8038  1.257
5 C 0.3236 -1.9061 -0.7178  -1.149
6 C -0.1991 2.4121 -1.2223  -1.184
7 C 1.6324 0.7307 -1.5175  -1.445
8 N -1.7444 0.6893 0.2323  -0.787
9 N -1.7332 -0.9277 1.9395  -0.166
10 N -0.4099 0.3412 -0.1089  0.835
11 H -3.3593 0.4696 1.3568  0.395
12 H -0.3167 -2.4953 1.6159  0.379
13 H 0.4134 -1.0251 2.3400  0.277
14 H 0.3067 -1.6398 -1.7738  0.293
15 H 0.4368 -2.9049 -0.5625  0.374
16 H 2.7268 -0.4678 1.5827  0.254
17 H -1.2253 2.1999 -1.6557  0.338
18 H 0.4849 3.0223 -1.9418  0.361
19 H -0.3728 3.0347 -0.3676  0.355
20 H 1.3145 -0.0918 -2.2731  0.232
21 H 2.4113 0.2667 -0.9627  0.343
22 H 2.0535 1.5298 -1.9994  0.432
23 H -2.2622 -1.3604 2.6061  0.170
24 H 1.9654 -0.6276 1.1436  -0.256

---

Entry from the OMol25 dataset: the ion C7H14N3O2 with charge +1 at a distorted geometry (the ωB97M-V functional and the def2-TZVPD basis).

The value obtained for the energy above the lowest of the compared OMol25 structures with the same formula, charge and spin is 85.35 kcal/mol. Its SMILES is CC(=O)N(C=O)N1CC[NH2+]CC1. The total charge is +1. Its spin multiplicity is 1.

Last column: Mulliken charge in e.
Cartesian coordinates (Å):
1 C -0.2831 2.5080 -1.1202  -0.820
2 C -0.8399 2.4598 0.2750  0.603
3 O -1.5106 3.3421 0.6754  -0.531
4 N -0.5993 1.3026 0.9364  -0.360
5 C -1.0427 1.1510 2.4961  0.061
6 O -0.8608 1.9805 3.3115  -0.335
7 N -0.0474 0.1248 0.2821  0.484
8 C -1.1017 -0.8704 -0.2299  -0.707
9 C -0.4460 -1.9012 -1.1434  -0.731
10 N 0.9541 -2.3163 -0.6758  -0.076
11 C 1.8737 -1.1343 -0.4076  -0.584
12 C 1.0525 -0.4625 0.8055  -0.755
13 H -0.9777 2.3860 -1.8974  0.281
14 H 0.5792 1.7906 -1.3956  0.091
15 H 0.3001 3.4276 -1.1930  0.352
16 H -1.6202 0.1736 2.5848  0.265
17 H -1.9936 -0.3046 -0.6439  0.392
18 H -1.4231 -1.1830 0.7413  0.464
19 H -1.1575 -2.7669 -1.2318  0.397
20 H -0.4601 -1.3823 -2.1226  0.354
21 H 0.8907 -2.9460 0.0939  0.351
22 H 1.3455 -2.8046 -1.4451  0.346
23 H 1.8190 -0.4748 -1.3550  0.292
24 H 2.9222 -1.3065 -0.1872  0.408
25 H 0.9946 -1.2253 1.6562  0.276
26 H 1.6320 0.4320 1.1902  0.479